A | 2 unconnected molecules or ions with the total composition C4H12O, computed with wB97M-V/def2-TZVPD.

Bonds (Å) are listed after each position.
Positions of all 17 atoms, in Å:
1 C -1.200 1.791 -0.856  C2 1.553, H4 1.084, H5 0.995, H6 1.062
2 C -0.561 1.667 0.554  C1 1.553, C3 1.550, H7 1.036, H8 1.145
3 C 0.960 1.920 0.711  C2 1.550, H9 1.018, H10 1.175, H11 1.081
4 H -2.121 1.259 -0.642  C1 1.084
5 H -1.431 2.755 -0.943  C1 0.995
6 H -0.593 1.417 -1.642  C1 1.062
7 H -0.794 0.742 0.956  C2 1.036
8 H -1.018 2.430 1.277  C2 1.145
9 H 1.347 1.997 1.650  C3 1.018
10 H 1.194 3.013 0.348  C3 1.175
11 H 1.523 1.242 0.086  C3 1.081
12 C 0.437 -2.310 0.427  O13 1.485, H14 1.119, H15 1.070, H16 1.061
13 O 0.213 -2.946 -0.895  C12 1.485, H17 0.990
14 H 0.993 -2.942 1.164  C12 1.119
15 H -0.565 -2.411 0.786  C12 1.070
16 H 0.812 -1.320 0.347  C12 1.061
17 H 1.133 -3.022 -1.251  O13 0.990

LUMO energy = 0.930 eV
Highest occupied orbital energy = -10.61 eV
SMILES = CCC.CO

Mulliken atomic charge list, values in e, 8 entries: atom 1 (C): -1.104, atom 2 (C): -0.283, atom 3 (C): -1.230, atom 4 (H): 0.273, atom 5 (H): 0.397, atom 6 (H): 0.343, atom 7 (H): 0.333, atom 8 (H): 0.275

=====

B | 3 unconnected molecules or ions with the total composition C4H12O, computed with wB97M-V/def2-TZVPD.

Bonds (Å) are listed after each position.
Positions of all 17 atoms, in Å:
1 C 2.031 1.025 -0.050  C2 1.318, H3 1.078, H4 1.078
2 C 1.280 1.752 0.752  C1 1.318, H5 1.079, H6 1.079
3 H 2.694 0.263 0.325  C1 1.078
4 H 2.022 1.159 -1.120  C1 1.078
5 H 1.302 1.628 1.824  C2 1.079
6 H 0.619 2.519 0.379  C2 1.079
7 C -2.227 -0.062 0.913  O8 1.406, H9 1.089, H10 1.095, H11 1.097
8 O -1.003 -0.443 1.490  C7 1.406, H12 0.966
9 H -3.000 -0.648 1.408  C7 1.089
10 H -2.255 -0.275 -0.162  C7 1.095
11 H -2.434 1.003 1.071  C7 1.097
12 H -0.289 0.052 1.066  O8 0.966
13 C 0.252 -1.592 -1.578  H14 1.083, H15 1.086, H16 1.079, H17 1.085
14 H 1.319 -1.763 -1.643  C13 1.083
15 H -0.258 -2.237 -2.287  C13 1.086
16 H 0.036 -0.562 -1.817  C13 1.079
17 H -0.090 -1.819 -0.574  C13 1.085

LUMO energy = 1.032 eV
Highest occupied orbital energy = -10.20 eV
SMILES = C=C.CO.C

Mulliken atomic charge list, values in e, 8 entries: atom 1 (C): -0.347, atom 2 (C): -0.755, atom 3 (H): 0.243, atom 4 (H): 0.267, atom 5 (H): 0.321, atom 6 (H): 0.279, atom 7 (C): -0.530, atom 8 (O): -0.465

=====

C | 2 unconnected molecules or ions with the total composition C4H12O, computed with wB97M-V/def2-TZVPD.

Bonds (Å) are listed after each position.
Positions of all 17 atoms, in Å:
1 C -1.870 -0.745 -0.889  C2 1.525, H4 1.080, H5 1.094, H6 1.095
2 C -1.139 -0.276 -2.143  C1 1.525, O3 1.433, H7 1.076, H8 1.084
3 O -0.658 1.068 -2.017  C2 1.433, H9 0.975
4 H -2.556 0.000 -0.512  C1 1.080
5 H -1.115 -1.012 -0.143  C1 1.094
6 H -2.434 -1.662 -1.089  C1 1.095
7 H -0.266 -0.875 -2.335  C2 1.076
8 H -1.814 -0.299 -2.991  C2 1.084
9 H -1.253 1.575 -1.436  O3 0.975
10 C 2.042 0.616 2.268  C11 1.539, H12 1.095, H13 1.084, H14 1.085
11 C 1.255 0.020 1.087  C10 1.539, H15 1.087, H16 1.093, H17 1.092
12 H 1.448 0.520 3.183  C10 1.095
13 H 2.837 -0.091 2.477  C10 1.084
14 H 2.398 1.633 2.141  C10 1.085
15 H 1.920 -0.348 0.311  C11 1.087
16 H 0.537 0.675 0.585  C11 1.093
17 H 0.666 -0.800 1.504  C11 1.092

LUMO energy = 1.017 eV
Highest occupied orbital energy = -10.24 eV
SMILES = CCO.CC

Mulliken atomic charge list, values in e, 8 entries: atom 1 (C): -0.869, atom 2 (C): -0.254, atom 3 (O): -0.510, atom 4 (H): 0.334, atom 5 (H): 0.120, atom 6 (H): 0.339, atom 7 (H): 0.264, atom 8 (H): 0.281

=====

Winner for stability: C

=====

A | A single C4H9FN2O molecule, computed with wB97M-V/def2-TZVPD.

Bonds (Å) are listed after each position.
Positions of all 17 atoms, in Å:
1 H 2.680 0.536 0.523  N2 1.043
2 N 2.608 -0.450 0.192  H1 1.043, C3 1.263
3 C 1.410 -0.798 -0.010  N2 1.263, N4 1.383, H10 1.103
4 N 0.301 0.026 0.043  C3 1.383, C5 1.472, O8 1.450
5 C -0.976 -0.517 0.535  N4 1.472, C6 1.538, H11 1.069, H12 1.102
6 C -1.645 -1.589 -0.341  C5 1.538, F7 1.402, H13 1.112, H14 1.160
7 F -0.897 -2.773 -0.265  C6 1.402
8 O 0.577 1.284 0.710  N4 1.450, C9 1.417
9 C 0.417 2.287 -0.278  O8 1.417, H15 1.060, H16 1.094, H17 1.102
10 H 1.189 -1.820 -0.360  C3 1.103
11 H -1.651 0.309 0.605  C5 1.069
12 H -0.773 -0.870 1.558  C5 1.102
13 H -2.689 -1.845 -0.058  C6 1.112
14 H -1.635 -1.208 -1.437  C6 1.160
15 H 1.097 2.019 -1.046  C9 1.060
16 H 0.601 3.205 0.288  C9 1.094
17 H -0.614 2.206 -0.660  C9 1.102

LUMO energy = 0.833 eV
Highest occupied orbital energy = -9.28 eV
SMILES = [H]/N=C\N(CCF)OC

Mulliken atomic charge list, values in e, 8 entries: atom 1 (H): 0.282, atom 2 (N): -0.701, atom 3 (C): 0.003, atom 4 (N): 0.068, atom 5 (C): -0.590, atom 6 (C): -0.339, atom 7 (F): -0.279, atom 8 (O): -0.325

=====

B | A single C4H9FN2O molecule, computed with wB97M-V/def2-TZVPD.

Bonds (Å) are listed after each position.
Positions of all 17 atoms, in Å:
1 C -1.041 -2.610 0.200  N2 1.459, H9 1.108, H10 1.071, H11 1.105
2 N -1.479 -1.225 0.056  C1 1.459, N3 1.444, H12 1.034
3 N -0.582 -0.387 0.818  N2 1.444, C4 1.284
4 C 0.103 0.355 0.025  N3 1.284, C5 1.513, O7 1.327
5 C -0.020 0.384 -1.482  C4 1.513, F6 1.371, H13 1.098, H14 1.071
6 F 0.813 1.327 -2.025  C5 1.371
7 O 1.015 1.201 0.488  C4 1.327, C8 1.423
8 C 1.172 1.226 1.902  O7 1.423, H15 1.097, H16 1.070, H17 1.097
9 H -1.811 -3.286 -0.221  C1 1.108
10 H -0.129 -2.769 -0.337  C1 1.071
11 H -0.878 -2.887 1.258  C1 1.105
12 H -2.377 -1.144 0.563  N2 1.034
13 H 0.257 -0.598 -1.890  C5 1.098
14 H -1.033 0.595 -1.758  C5 1.071
15 H 1.466 0.235 2.267  C8 1.097
16 H 0.247 1.493 2.371  C8 1.070
17 H 1.964 1.963 2.084  C8 1.097

LUMO energy = 1.033 eV
Highest occupied orbital energy = -8.83 eV
SMILES = CN/N=C(\CF)OC

Mulliken atomic charge list, values in e, 8 entries: atom 1 (C): -0.824, atom 2 (N): -0.367, atom 3 (N): -0.541, atom 4 (C): 0.688, atom 5 (C): -0.088, atom 6 (F): -0.289, atom 7 (O): -0.333, atom 8 (C): -0.710

=====

Winner for stability: B

=====

A | 3 unconnected molecules or ions with the total composition CH9N3O2, computed with wB97M-V/def2-TZVPD.

Bonds (Å) are listed after each position.
Positions of all 15 atoms, in Å:
1 N -0.292 -0.196 -0.375  C2 1.256, H5 1.013
2 C -0.350 -1.193 0.387  N1 1.256, N3 1.396, N4 1.404
3 N 0.436 -1.346 1.530  C2 1.396, H6 1.008, H7 1.003
4 N -1.167 -2.293 0.077  C2 1.404, H8 1.008, H9 1.005
5 H 0.172 0.615 0.017  N1 1.013
6 H 1.212 -0.704 1.553  N3 1.008
7 H 0.701 -2.274 1.805  N3 1.003
8 H -1.890 -2.430 0.765  N4 1.008
9 H -0.789 -3.171 -0.234  N4 1.005
10 O 1.725 2.163 0.076  H11 0.962, H12 0.973
11 H 2.467 2.775 0.072  O10 0.962
12 H 1.080 2.509 -0.564  O10 0.973
13 O -1.062 2.257 -1.747  H14 0.967, H15 0.966
14 H -0.656 1.536 -2.247  O13 0.967
15 H -1.586 1.751 -1.113  O13 0.966

LUMO energy = 0.757 eV
Highest occupied orbital energy = -9.36 eV
SMILES = N=C(N)N.O.O

Mulliken atomic charge list, values in e, 8 entries: atom 1 (N): -0.489, atom 2 (C): 0.347, atom 3 (N): -0.457, atom 4 (N): -0.533, atom 5 (H): 0.281, atom 6 (H): 0.204, atom 7 (H): 0.230, atom 8 (H): 0.226

=====

B | 3 unconnected molecules or ions with the total composition CH9N3O2, computed with wB97M-V/def2-TZVPD.

Bonds (Å) are listed after each position.
Positions of all 15 atoms, in Å:
1 N 2.167 1.155 0.960  C2 1.254, H5 1.004
2 C 1.162 0.799 0.298  N1 1.254, N3 1.390, N4 1.412
3 N 0.474 -0.406 0.383  C2 1.390, H6 1.002, H7 1.003
4 N 0.826 1.532 -0.861  C2 1.412, H8 1.000, H9 1.006
5 H 2.651 0.587 1.631  N1 1.004
6 H 0.364 -0.865 1.267  N3 1.002
7 H -0.055 -0.770 -0.386  N3 1.003
8 H 0.434 1.044 -1.640  N4 1.000
9 H 1.484 2.290 -0.930  N4 1.006
10 O -1.009 -2.902 -0.799  H11 0.958, H12 0.949
11 H -0.841 -2.546 -1.673  O10 0.958
12 H -1.873 -2.663 -0.489  O10 0.949
13 O -2.164 0.652 0.608  H14 0.963, H15 0.963
14 H -1.623 1.259 0.093  O13 0.963
15 H -1.996 0.832 1.538  O13 0.963

LUMO energy = 0.458 eV
Highest occupied orbital energy = -8.87 eV
SMILES = N=C(N)N.O.O

Mulliken atomic charge list, values in e, 8 entries: atom 1 (N): -0.685, atom 2 (C): 0.524, atom 3 (N): -0.287, atom 4 (N): -0.484, atom 5 (H): 0.222, atom 6 (H): 0.159, atom 7 (H): 0.126, atom 8 (H): 0.197

=====

Winner for stability: A